Formula: C18H18BrNO
Source: the Open Molecules 2025 dataset
Level of theory: the ωB97M-V functional and the def2-TZVPD basis

Results
LUMO ... -0.699 eV
Spin multiplicity ... 1
Charge ... 0
SMILES string ... CC[C@@H](NC(=O)/C=C/c1cccc(Br)c1)c1ccccc1
Orbital gap ... 0.27823 hartree

Geometry (Å):
Br1 6.5463 -0.5665 -0.7252
O1 -0.9035 3.4325 0.2404
N1 -1.2299 1.4668 -0.8051
C1 3.1184 0.6779 2.1991
C2 -2.8257 0.0820 -2.8448
C3 -0.6277 2.1501 0.2590
C4 5.4124 -0.1018 1.7565
C5 4.3655 0.1929 2.4451
C6 -3.9221 -0.9371 1.4369
C7 -1.9700 -0.5094 -0.4090
C8 -2.4923 -3.0006 0.8089
C9 -3.0090 -0.1586 0.5794
C10 -3.5410 -2.0886 1.4440
C11 3.9096 0.5267 -0.2640
C12 0.5815 1.6718 0.6654
C13 -1.0575 -0.0458 -1.2477
C14 1.7979 1.3009 0.1022
C15 -1.2634 -0.1789 -2.5719
C16 2.9286 1.0271 0.7155
C17 -1.6194 -2.0117 -0.0120
C18 5.2140 -0.2535 0.2421
H1 0.5411 1.6768 1.8898
H2 -3.2486 1.0443 0.3577
H3 -0.6120 0.5347 -3.2271
H4 2.4528 0.8600 2.8106
H5 -2.0394 2.0686 -1.0894
H6 -4.1729 -2.8188 2.1320
H7 -0.8932 -2.5443 -0.5099
H8 3.8407 0.5097 -1.3219
H9 -2.3073 -3.9947 0.9062
H10 6.4243 -0.4733 2.0413
H11 -0.0033 0.0330 -0.8773
H12 -3.1415 1.1522 -2.5618
H13 4.4820 0.0739 3.7210
H14 1.6763 1.5866 -0.8068
H15 -3.0722 -0.1619 -3.9463
H16 -1.1250 -1.2494 -2.7876
H17 -3.5075 -0.4973 -2.4635
H18 -4.7073 -0.4763 1.7183

Atomic forces in eV per Å
Br 4.819 -1.632 -4.080
O 0.352 -4.110 2.010
N -0.605 2.261 -0.159
C 6.292 -0.245 -11.696
C 3.401 4.103 -4.581
C -2.938 5.305 -7.494
C 3.809 -3.007 -8.039
C -3.122 0.772 9.607
C 6.208 7.907 -5.862
C -6.066 -11.284 11.426
C 0.786 12.086 -2.387
C 0.663 5.472 -4.432
C 1.217 -17.416 3.141
C 3.546 -2.407 4.725
C 5.085 -2.342 7.402
C 5.505 9.160 4.447
C -9.029 2.899 3.645
C -2.558 -0.187 -7.203
C 6.879 -5.065 2.822
C -5.161 -1.556 1.570
C -8.055 6.116 6.510
H 0.358 -0.182 -2.726
H 0.131 -3.155 1.245
H -1.121 -1.581 1.121
H -6.266 1.678 6.107
H 1.011 -1.097 -0.057
H 0.719 1.341 -1.166
H 2.169 -0.603 -1.365
H -0.647 0.450 -0.758
H 0.277 -2.482 0.604
H -1.183 0.506 0.527
H -0.518 -1.907 -0.446
H 0.577 -1.529 -0.857
H 0.038 0.224 -3.561
H 0.589 0.904 -6.628
H 0.744 1.157 1.218
H 0.365 0.323 -0.548
H -3.028 -3.620 3.217
H -5.243 2.744 2.699

=====

Formula: C18H18ClO6
Source: the Open Molecules 2025 dataset
Level of theory: the ωB97M-V functional and the def2-TZVPD basis

Results
Energy relative to the best compared isomer or geometry (same formula, charge and spin) ... 1.495 eV
LUMO ... 2.467 eV
Spin multiplicity ... 1
Charge ... -1
Orbital gap ... 0.28268 hartree

Geometry (Å):
Cl1 2.1830 1.8464 0.6042
O1 -4.6649 -2.3824 -0.1171
O2 -1.3379 1.6436 1.7849
O3 0.1076 3.7317 -6.4028
O4 0.4549 -4.4627 5.8459
O5 3.6036 2.5537 -2.2606
O6 1.2355 -1.4672 1.1062
C1 -2.5014 -1.2693 -0.1530
C2 -4.4287 -0.3957 1.1066
C3 -1.6488 -0.2661 0.5241
C4 2.8747 2.7473 -3.3157
C5 2.4171 3.6902 -5.5890
C6 0.6389 -3.6512 4.6975
C7 1.4418 2.5274 -3.2183
C8 1.0673 -2.1110 2.3411
C9 0.9672 -4.2705 3.5082
C10 -2.2584 0.7090 1.3483
C11 0.6584 2.8666 -4.2900
C12 0.6309 -2.2940 4.7378
C13 -3.9009 -1.4090 0.2958
C14 3.3413 3.2519 -4.4512
C15 1.0751 -3.5324 2.3092
C16 0.9056 -1.3840 3.4862
C17 1.0637 3.3809 -5.5297
C18 -3.6042 0.6474 1.6257
H1 -4.2440 -3.1704 -0.7147
H2 -0.5927 -0.1925 0.1832
H3 0.7453 -5.3865 5.8907
H4 -0.3755 1.8548 1.6397
H5 4.3204 3.6400 -4.4964
H6 0.9757 2.3399 -2.2899
H7 2.7551 4.3042 -6.2926
H8 -0.3169 2.6896 -4.0115
H9 -5.4152 -0.4209 1.4515
H10 1.0047 -5.3342 3.4787
H11 1.0606 -0.3209 3.6184
H12 -2.1590 -2.0693 -0.9263
H13 0.9208 -1.8580 5.6143
H14 -0.6974 3.8938 -6.0789
H15 2.9259 2.7174 -1.5790
H16 1.7506 -0.5570 1.0411
H17 1.2024 -4.0890 1.2846
H18 -4.1821 1.2581 2.1931

Atomic forces in eV per Å
Cl -0.432 -0.252 0.062
O -1.209 -4.945 -2.795
O -1.570 1.861 1.900
O 4.704 -0.308 -4.159
O -0.333 1.525 0.490
O 0.930 0.158 2.023
O 1.115 0.767 0.070
C -0.395 0.279 1.824
C 2.798 -0.229 -0.375
C -2.372 -2.319 -2.979
C -3.712 -0.672 -0.769
C -0.736 -3.519 4.616
C 0.644 -1.726 0.220
C 2.010 1.334 -1.955
C 0.400 1.427 -2.106
C -0.807 0.846 -2.515
C 3.894 -0.721 -1.308
C 1.180 -0.904 0.966
C 1.378 2.344 -3.939
C 4.262 2.850 -0.291
C -2.083 2.179 -4.492
C 0.281 -1.215 -0.339
C -0.747 -4.156 3.797
C 1.428 0.099 2.656
C 0.177 -2.448 -1.785
H -0.914 3.424 2.360
H -0.939 0.052 0.676
H 0.195 0.695 -1.116
H -1.156 -1.613 -0.988
H 1.132 0.095 -0.115
H -0.258 -0.652 0.966
H 1.698 2.155 -3.066
H -2.649 -0.054 -0.344
H -1.429 -0.179 0.233
H 0.086 -0.731 -0.158
H -0.207 -0.139 -0.204
H -0.176 1.656 1.547
H -0.369 1.356 2.594
H -4.505 0.705 2.519
H 0.929 -0.797 1.370
H -1.376 -1.952 0.862
H -0.123 1.340 2.199
H -0.747 2.382 1.849

=====

Formula: C18H18F4NO
Source: the Open Molecules 2025 dataset
Level of theory: the ωB97M-V functional and the def2-TZVPD basis

Results
Energy relative to the best compared isomer or geometry (same formula, charge and spin) ... 2.274 eV
LUMO ... -2.940 eV
Spin multiplicity ... 1
Charge ... +1
SMILES string ... C[N+]1(C(c2cc(F)cc(F)c2)c2cc(F)cc(F)c2)CCOCC1
Orbital gap ... 0.34769 hartree

Geometry (Å):
F1 2.7053 3.5514 1.7761
F2 1.3083 -1.9178 -4.2302
F3 0.7096 0.7889 5.0365
F4 4.7824 0.1315 -1.7090
O1 -2.1550 -0.3500 -2.3137
N1 -1.3018 -0.4029 0.2849
C1 0.7096 0.5466 1.3892
C2 -2.6267 0.7494 -1.5520
C3 -1.6942 -1.7804 -0.4148
C4 3.0892 -0.9523 -2.9886
C5 0.1772 -0.4008 0.3692
C6 2.5246 0.0883 -0.8475
C7 1.8255 2.5479 2.1083
C8 1.6365 2.2701 3.4543
C9 0.5208 0.2163 2.7406
C10 -1.8918 0.9140 -0.2503
C11 0.7661 -0.8430 -2.1672
C12 0.9503 1.1003 3.7136
C13 1.2635 1.8077 1.0791
C14 -2.0048 -0.5494 1.6550
C15 1.1664 -0.3107 -0.9310
C16 1.7422 -1.2303 -3.1139
C17 3.4569 -0.2386 -1.8540
C18 -2.4997 -1.5776 -1.6657
H1 -2.2702 -2.3796 -2.3837
H2 -1.8021 0.3390 2.2691
H3 3.8118 -1.2791 -3.7170
H4 -2.6354 1.2357 0.4885
H5 -3.5625 -1.5992 -1.3782
H6 -2.4769 1.6303 -2.1793
H7 -3.1204 -0.5710 1.4424
H8 0.2716 -1.4597 0.6082
H9 -0.2758 -1.0150 -2.3895
H10 0.0317 -0.7178 3.0581
H11 -0.7546 -2.3149 -0.5926
H12 -1.7224 -1.5125 2.1467
H13 -1.0715 1.6367 -0.2579
H14 -3.6874 0.6175 -1.3134
H15 1.3596 2.1319 0.0415
H16 2.0955 2.8677 4.2270
H17 2.9344 0.5885 0.0521
H18 -2.2861 -2.3570 0.3092

Atomic forces in eV per Å
F -1.334 -0.769 0.302
F 0.481 0.883 1.282
F 0.262 0.196 -1.489
F -1.979 -0.478 -0.024
O -0.739 -0.327 0.527
N -2.459 -0.538 -0.133
C -0.679 0.939 1.513
C 0.031 -0.204 -0.849
C 0.342 0.459 0.431
C -0.112 0.153 0.393
C 2.833 -0.072 -1.154
C 0.792 -0.200 1.012
C 0.924 0.837 -0.174
C 0.196 -0.333 -0.703
C 0.280 -0.247 0.153
C 0.285 -0.173 0.571
C 0.765 -0.747 -0.117
C -0.278 -0.226 1.610
C -0.087 -0.727 -0.140
C -0.769 -0.253 -0.057
C -0.703 -0.083 -0.885
C -1.112 0.007 -0.358
C 0.068 0.308 0.373
C -0.183 0.355 -0.687
H -0.285 0.207 0.301
H 0.007 -0.551 -0.215
H 0.063 0.030 -0.139
H 0.491 0.164 -0.150
H 0.093 0.104 -0.520
H -0.219 -0.035 0.155
H 1.419 -0.109 0.069
H 1.045 0.260 0.916
H 0.360 -0.160 -0.139
H 0.615 0.586 -0.148
H -0.310 0.296 -0.068
H -0.053 0.974 -0.392
H -0.125 -0.229 -0.192
H -0.063 0.029 -0.373
H 0.159 -0.006 0.455
H -0.101 0.028 0.059
H -0.255 -0.601 -0.802
H 0.337 0.255 -0.214

=====

Formula: C18H18F5N3OPtSbTe
Source: the Open Molecules 2025 dataset
Level of theory: the ωB97M-V functional and the def2-TZVPD basis

Results
Energy relative to the best compared isomer or geometry (same formula, charge and spin) ... 0.694 eV
LUMO ... -3.437 eV
Spin multiplicity ... 1
Charge ... +1
Orbital gap ... 0.30861 hartree

Geometry (Å):
Pt1 -0.1079 0.4501 0.5333
Te1 1.6633 2.5460 -1.3788
Sb1 -0.1787 -2.3776 -1.3723
F1 2.1080 4.2795 -0.9816
F2 0.1620 3.0811 -2.3218
F3 3.2509 1.9073 -0.6681
F4 2.5966 2.7710 -2.9529
F5 1.3582 0.8278 -2.0359
O1 0.7361 2.2861 0.1809
N1 -1.0607 -1.1289 1.2363
N2 -1.4888 0.3971 -1.1439
N3 1.6796 -0.7847 0.4920
C1 -2.3307 -2.0846 2.9847
C2 -1.5224 0.2990 3.1639
C3 -2.5878 1.6065 -2.8606
C4 -2.2298 0.6460 -3.7817
C5 2.8587 -2.1193 -1.0819
C6 2.8337 -0.4085 1.0698
C7 4.0455 -0.8858 0.5825
C8 -1.6438 -1.0075 2.4468
C9 -1.8054 -3.3671 1.0424
C10 -1.5217 -0.4711 -3.3566
C11 1.6790 -1.6295 -0.5580
C12 -2.1946 1.4734 -1.5336
C13 4.0624 -1.7231 -0.5119
C14 -2.4154 -3.2723 2.2836
C15 -1.1605 -0.5665 -2.0273
C16 -2.5684 2.4919 -0.5074
C17 2.7768 0.5000 2.2533
C18 -1.1282 -2.2702 0.5372
H1 5.0027 -2.0671 -0.9223
H2 2.0282 1.2794 2.1102
H3 2.8405 -2.7938 -1.9274
H4 -3.1476 2.4803 -3.1622
H5 3.7373 0.9832 2.4174
H6 -2.7946 -1.9772 3.9549
H7 2.5228 -0.0738 3.1481
H8 4.9666 -0.5697 1.0511
H9 -2.4972 0.7618 -4.8238
H10 -2.9505 -4.1156 2.6996
H11 -2.0312 0.2587 4.1242
H12 -3.4235 2.1350 0.0721
H13 -1.2473 -1.2521 -4.0529
H14 -0.4729 0.5455 3.3415
H15 -1.9653 1.1052 2.5743
H16 -2.8428 3.4333 -0.9779
H17 -1.8533 -4.2828 0.4693
H18 -1.7379 2.6841 0.1718

Atomic forces in eV per Å
Pt -0.135 -0.779 -0.375
Te 0.146 -0.003 -0.227
Sb 0.149 0.109 -0.213
F -0.029 0.189 0.184
F -0.214 0.201 -0.055
F 0.231 0.027 0.172
F 0.053 0.130 -0.028
F -0.061 -0.332 -0.110
O 0.152 -0.354 -0.522
N -0.157 -0.119 0.245
N 0.028 0.964 0.205
N 0.340 0.850 0.381
C -0.010 0.004 0.020
C -0.005 -0.006 0.006
C 0.005 -0.009 -0.060
C -0.032 0.031 -0.039
C -0.064 -0.019 0.074
C 0.006 -0.162 -0.028
C 0.036 -0.026 -0.047
C -0.068 -0.134 0.040
C -0.009 0.038 0.047
C -0.037 -0.033 0.090
C -0.088 -0.061 0.053
C -0.073 -0.139 -0.060
C 0.056 -0.001 0.010
C -0.016 -0.041 0.006
C -0.032 -0.075 0.078
C 0.046 0.043 0.045
C -0.031 0.077 0.007
C -0.158 -0.323 0.071
H -0.006 -0.021 0.012
H -0.008 0.004 -0.024
H 0.000 0.005 -0.005
H 0.000 0.005 0.020
H 0.013 -0.029 0.014
H 0.001 0.004 0.001
H -0.004 0.005 -0.004
H -0.012 0.009 0.014
H -0.017 -0.017 0.007
H 0.001 0.002 -0.003
H -0.008 -0.016 0.002
H 0.008 0.001 0.003
H 0.007 0.003 -0.001
H -0.010 0.014 -0.001
H 0.012 0.006 0.010
H -0.029 -0.012 -0.008
H -0.001 -0.001 0.000
H 0.025 -0.007 -0.008

=====

Formula: C18H18F5O2TeV
Source: the Open Molecules 2025 dataset
Level of theory: the ωB97M-V functional and the def2-TZVPD basis

Results
LUMO (alpha / beta) ... 2.199 / 2.195 eV
Spin multiplicity ... 4
Charge ... -1
⟨S²⟩ ... 3.80
Orbital gap (alpha / beta) ... 0.15774 / 0.25296 hartree

Geometry (Å):
Te1 -0.6931 -0.1202 5.1175
V1 -0.2470 -0.1148 1.5115
F1 -0.2785 1.7324 5.2258
F2 -2.4394 0.3048 5.6866
F3 -1.0342 -1.9976 5.1211
F4 -0.0497 -0.2827 6.9011
F5 1.1265 -0.3950 4.6280
O1 -1.1796 -0.0587 3.2958
O2 -0.7776 0.1543 -0.9955
C1 1.3284 1.5337 0.9407
C2 1.6111 -1.5166 1.6389
C3 0.9372 1.6865 2.3112
C4 0.2046 1.9220 0.1294
C5 0.9171 -0.2553 -5.7395
C6 -0.4358 2.1163 2.3284
C7 -0.9202 2.1453 0.9910
C8 -0.1578 1.7985 -5.0089
C9 -0.2547 -0.6987 -2.2339
C10 -0.2955 1.2914 -3.7234
C11 0.8282 -0.7553 -4.4510
C12 -0.3267 -2.2436 0.5728
C13 0.9740 -1.6226 0.3602
C14 0.4182 1.0285 -6.0264
C15 0.1564 -0.0097 -3.4471
C16 -0.4198 -2.5843 1.9555
C17 -1.6745 -0.6126 -1.8016
C18 0.7770 -2.1762 2.5931
H1 -1.2336 -3.1482 2.4005
H2 0.3027 2.2886 -0.8889
H3 2.6060 -1.1277 1.8051
H4 1.2439 -1.7372 -4.1924
H5 1.1056 -2.4780 3.5775
H6 0.3028 -1.5928 -1.9701
H7 0.5058 1.4238 -7.0405
H8 1.4521 -1.3620 -0.5789
H9 -0.7604 1.8577 -2.9189
H10 1.3764 -0.8590 -6.5273
H11 -0.9933 2.4320 3.1996
H12 -2.1073 -1.4660 -1.2833
H13 2.3357 1.3173 0.5766
H14 -0.5065 2.8056 -5.2192
H15 1.5978 1.5981 3.1594
H16 -2.3106 -0.0328 -2.4919
H17 -1.9474 2.3384 0.6774
H18 -1.0644 -2.5277 -0.1662

Atomic forces in eV per Å
Te -0.197 -0.182 -1.591
V 0.826 0.925 2.487
F 0.395 1.583 0.158
F -1.949 0.416 0.822
F -0.194 -1.774 0.232
F 0.406 -0.133 1.630
F 1.653 -0.145 -0.153
O -0.259 -0.355 -1.544
O 0.138 -1.969 -3.472
C -1.121 1.091 -0.359
C -0.863 -1.377 -0.411
C -0.865 0.621 -0.581
C 1.104 0.597 1.366
C -0.013 0.545 -0.210
C 0.943 0.039 -0.482
C 0.835 0.144 -0.058
C 0.229 -0.047 -0.239
C -1.532 0.403 2.138
C 0.244 -0.669 -0.113
C -0.427 0.243 0.820
C 1.118 -0.167 0.346
C -0.482 -0.541 0.739
C 0.125 -0.306 0.215
C 0.165 0.475 -1.119
C 0.627 0.096 -0.898
C 0.429 0.039 -0.552
C 0.421 -0.089 -0.880
H 0.135 0.446 0.079
H -0.266 -0.910 0.014
H -0.173 0.046 0.115
H -0.285 0.350 -0.178
H -0.456 0.639 0.085
H -0.232 0.295 0.157
H -0.074 -0.084 0.331
H -0.223 0.183 0.486
H 0.035 -0.050 -0.225
H -0.109 0.272 0.269
H 0.107 -0.538 -0.126
H -0.227 0.244 -0.265
H -0.469 0.035 0.143
H 0.041 -0.128 -0.047
H -0.258 -0.251 0.081
H 0.011 -0.268 0.577
H 0.446 0.200 0.124
H 0.242 0.056 0.090